{
  "formula": "C16H28BrN3O6P",
  "method": "ωB97M-V with the def2-TZVPD basis set",
  "total_energy_ev": -113119.984,
  "orbital_gap_ev": 6.80,
  "charge": 1,
  "elements": ["Br", "P", "O", "O", "O", "O", "O", "O", "N", "N", "N", "C", "C", "C", "C", "C", "C", "C", "C", "C", "C", "C", "C", "C", "C", "C", "C", "H", "H", "H", "H", "H", "H", "H", "H", "H", "H", "H", "H", "H", "H", "H", "H", "H", "H", "H", "H", "H", "H", "H", "H", "H", "H", "H", "H"],
  "coordinates": [[-4.412, -2.568, 4.310], [3.280, -0.217, -2.605], [-3.044, -2.687, -0.375], [4.145, 1.149, -2.907], [-3.197, 2.971, 2.147], [4.045, -0.733, -1.411], [2.012, 0.464, -1.791], [2.371, 0.064, -4.010], [-2.802, -1.484, 1.505], [-2.732, -1.457, 0.223], [-5.330, -2.307, -1.360], [2.129, -1.070, -4.853], [1.434, -2.198, -4.115], [-4.275, -2.480, -0.958], [-1.983, 2.236, 2.108], [5.514, 0.542, -4.826], [-2.118, 0.846, -0.093], [-2.416, -0.484, -0.660], [-2.226, 0.875, 1.354], [-2.663, -1.649, 4.410], [1.697, 0.077, -0.462], [-2.556, -0.337, 2.141], [-2.390, -1.383, 5.960], [-3.754, 3.101, 3.473], [2.335, 1.028, 0.532], [-2.653, -0.258, 3.682], [5.480, 1.020, -3.386], [5.202, -0.505, -4.893], [1.942, 2.038, 0.398], [-1.815, -2.269, 4.038], [2.087, -2.627, -3.345], [0.534, -1.837, -3.613], [6.052, 0.348, -2.740], [-4.797, 2.672, 3.439], [1.161, -2.999, -4.804], [6.522, 0.618, -5.236], [5.937, 2.008, -3.320], [-1.614, -2.094, 6.341], [4.833, 1.127, -5.447], [-2.384, -0.682, -1.757], [0.607, 0.128, -0.360], [-1.993, -0.353, 6.153], [-1.875, 1.725, -0.724], [-3.213, 2.533, 4.265], [1.984, -0.959, -0.274], [-3.606, 0.269, 3.936], [-1.465, 2.122, 3.088], [-3.872, 4.188, 3.688], [2.139, 0.707, 1.558], [-1.274, 2.815, 1.449], [3.074, -1.417, -5.279], [3.415, 1.092, 0.390], [-1.810, 0.344, 4.112], [1.502, -0.729, -5.678], [-3.347, -1.472, 6.530]],
  "forces_ev_per_angstrom": [[0.841, 0.275, -0.484], [-1.049, 7.742, 3.142], [-2.129, 0.361, -0.996], [-0.094, -0.803, -0.272], [0.818, -0.808, 1.090], [-0.160, -3.057, -2.495], [-0.527, -0.857, -0.374], [1.483, -3.242, 0.236], [0.183, 0.930, 0.918], [0.675, 0.928, -1.702], [-0.547, 0.155, -0.440], [-0.306, -0.227, -0.396], [0.023, 0.018, 0.142], [2.161, -1.053, 1.336], [0.622, 0.251, -1.702], [-0.110, -0.115, -0.020], [-1.057, -2.987, 2.033], [0.682, 2.672, 1.188], [0.258, 0.090, -0.487], [0.840, 1.077, 1.308], [0.307, 0.192, 0.242], [0.329, 1.452, -1.015], [-0.023, 0.051, -0.152], [-1.664, -0.005, -0.095], [0.044, 0.135, 0.112], [-0.451, -0.908, -0.288], [0.387, 0.126, -0.208], [0.069, -0.034, -0.035], [-0.047, -0.045, -0.001], [-1.085, 0.118, -0.045], [0.015, -0.040, -0.039], [-0.007, 0.017, -0.104], [-0.054, 0.020, 0.038], [0.960, 0.400, 0.063], [0.030, 0.007, 0.046], [-0.030, -0.042, 0.030], [-0.174, 0.006, 0.100], [-0.915, 0.479, -0.231], [0.078, 0.053, 0.053], [-0.163, -0.180, 1.209], [-0.046, 0.042, -0.161], [-0.292, -0.810, -0.325], [-0.140, -0.812, 0.555], [-0.053, 0.719, -0.643], [0.130, 0.092, 0.020], [0.713, -0.267, -0.245], [-0.631, -0.075, -0.636], [0.389, -0.857, 0.107], [0.014, 0.007, -0.011], [-0.583, -0.526, 0.647], [-0.057, -0.008, -0.095], [-0.079, -0.193, -0.013], [-0.662, -0.587, -0.634], [0.089, 0.172, 0.091], [0.996, -0.048, -0.363]],
  "lowdin_charge": [0.6854, 0.6485, 0.0991, -0.2167, -0.1638, -0.2179, -0.2232, -0.1974, 0.2253, -0.1209, 0.2322, -0.2907, -0.0839, -0.2403, -0.1719, -0.0773, 0.1092, 0.0851, -0.0089, -0.7028, -0.3121, -0.1092, -0.1421, -0.0748, -0.0692, -0.1756, -0.2877, 0.0616, 0.0756, 0.1008, 0.0740, 0.0727, 0.1110, 0.1040, 0.0853, 0.0828, 0.1214, 0.0887, 0.0860, 0.1747, 0.0804, 0.0760, 0.1516, 0.0832, 0.1069, 0.1276, 0.1267, 0.1044, 0.0742, 0.1415, 0.1056, 0.0811, 0.1207, 0.1246, 0.0583]
}

{
  "formula": "C12H24B3IO13S",
  "method": "ωB97M-V with the def2-TZVPD basis set",
  "total_energy_ev": -60423.016,
  "orbital_gap_ev": 9.79,
  "charge": 0,
  "elements": ["I", "S", "O", "O", "O", "O", "O", "O", "O", "O", "O", "O", "O", "O", "O", "C", "C", "C", "C", "C", "C", "C", "C", "C", "C", "C", "C", "B", "B", "B", "H", "H", "H", "H", "H", "H", "H", "H", "H", "H", "H", "H", "H", "H", "H", "H", "H", "H", "H", "H", "H", "H", "H", "H"],
  "coordinates": [[-7.166, 5.100, -1.161], [-3.287, 1.828, 3.898], [-4.279, 4.736, -1.228], [0.174, -3.063, -5.902], [0.835, 0.293, 2.858], [0.524, -3.888, -3.942], [5.191, -2.419, -0.042], [0.687, 0.954, 0.814], [6.378, -3.356, 1.633], [-5.511, 1.736, 2.221], [7.298, -2.769, -0.344], [-5.635, 3.419, 3.919], [0.470, -1.644, -4.172], [-6.678, 3.719, 1.820], [1.739, -0.996, 1.240], [0.017, -1.932, -6.761], [-5.140, 2.833, -0.100], [0.962, 0.755, -0.577], [-5.248, 4.164, -0.812], [4.018, -2.487, 0.784], [8.553, -3.245, 0.141], [6.293, -2.894, 0.527], [0.772, -3.706, -2.546], [1.269, -0.668, 3.824], [0.397, -2.755, -4.627], [1.145, -0.012, 1.602], [-5.640, 5.825, 2.926], [-4.954, 2.380, 3.329], [-5.996, 4.304, 2.892], [-5.813, 2.759, 1.325], [-0.840, -1.334, -6.456], [0.539, 1.601, -1.111], [0.920, -1.325, -6.765], [-4.075, 2.670, 0.057], [8.500, -4.307, 0.370], [-5.471, 2.013, -0.733], [9.276, -3.088, -0.654], [-2.610, 1.950, 2.745], [0.803, -1.635, 3.641], [4.150, -1.897, 1.686], [3.793, -3.523, 1.036], [0.855, -4.697, -2.111], [-0.055, -3.178, -2.075], [-5.249, 6.110, 1.954], [1.705, -3.168, -2.388], [-0.156, -2.319, -7.760], [2.353, -0.761, 3.814], [8.863, -2.684, 1.021], [3.206, -2.080, 0.211], [-4.871, 5.970, 3.680], [0.953, -0.300, 4.795], [2.035, 0.725, -0.756], [-6.489, 6.447, 3.194], [0.492, -0.159, -0.936]],
  "forces_ev_per_angstrom": [[0.044, -0.298, 0.031], [0.129, 0.275, 0.661], [-0.960, -0.402, 0.481], [-0.020, -0.033, -0.084], [-0.028, 0.019, 0.107], [-0.001, -0.084, 0.047], [-0.046, -0.019, 0.004], [-0.038, 0.070, -0.067], [0.037, -0.059, 0.127], [1.180, 0.810, -0.483], [0.065, 0.011, -0.064], [0.952, 0.283, -0.543], [-0.010, 0.182, 0.077], [1.293, 0.657, -0.496], [-0.345, 0.158, 0.145], [-0.038, 0.109, -0.228], [-0.354, 0.335, 0.453], [-0.009, 0.033, -0.305], [1.311, 0.394, -0.714], [0.152, -0.293, -0.064], [0.234, -0.041, -0.030], [-0.053, 0.063, -0.121], [0.057, -0.077, 0.227], [0.016, -0.086, 0.244], [0.018, -0.150, -0.029], [-0.095, 0.091, 0.010], [0.264, -0.735, 0.378], [-0.056, -1.242, 0.334], [-1.519, 0.440, 0.799], [-1.588, -0.835, -0.190], [0.066, 0.055, 0.082], [-0.062, 0.079, 0.171], [-0.034, 0.054, 0.101], [0.210, -0.045, -0.100], [-0.042, 0.024, 0.112], [-0.278, -0.038, -0.183], [-0.118, 0.064, -0.094], [-0.396, -0.228, -0.165], [0.080, -0.023, -0.087], [0.051, -0.047, 0.041], [0.116, 0.016, 0.119], [-0.025, -0.068, -0.148], [0.043, 0.098, -0.034], [-0.096, 0.290, -0.161], [-0.054, 0.100, -0.016], [0.011, -0.156, 0.059], [-0.006, -0.070, -0.094], [-0.064, -0.074, 0.072], [0.066, 0.106, -0.266], [0.101, 0.201, 0.058], [-0.069, 0.136, -0.072], [0.004, -0.113, 0.037], [-0.193, 0.121, -0.165], [0.096, -0.060, 0.030]],
  "lowdin_charge": [0.8729, 0.8415, 0.0043, 0.0075, 0.0096, 0.0082, 0.0111, 0.0108, 0.1223, 0.2424, 0.0018, 0.2536, 0.1186, 0.2393, 0.0941, -0.0398, -0.0314, -0.0242, -0.8028, -0.0378, -0.0452, -0.6301, -0.0370, -0.0285, -0.6290, -0.6085, 0.0635, -0.8937, -0.5532, -0.5935, 0.0971, 0.0953, 0.0977, 0.1286, 0.0966, 0.1335, 0.0916, -0.1370, 0.0995, 0.0925, 0.1037, 0.0940, 0.0953, 0.0735, 0.0953, 0.0930, 0.0966, 0.0966, 0.0614, 0.0776, 0.0946, 0.1007, 0.0811, 0.0943]
}